No. 1
The following is a quantum chemistry calculation of a structure of composition CHFLiMnO3, from OMol25.

Each line ends with the Löwdin charge.
Positions of all 8 atoms, in Å:
Li (-3.18, 0.22, 0.78)  0.922
O (-0.51, -0.35, -0.03)  -0.025
H (-0.71, -1.45, -0.51)  0.360
O (1.66, -0.08, 0.04)  -0.030
O (-1.82, -0.81, -0.12)  -0.103
C (0.58, 0.42, 0.06)  -0.509
F (0.31, 1.64, -0.18)  0.292
Mn (3.67, 0.42, -0.04)  1.092

Computed properties:
Calculated total energy, Eh: -1521.92398
Spin multiplicity: 7
Total charge: +2

No. 2
The following is a quantum chemistry calculation of a cluster of 2 separate species, CH9N2O in total, from OMol25.

Each line ends with the Löwdin charge.
Positions of all 13 atoms, in Å:
N (-1.32, 2.07, 0.65)  0.035
H (-1.32, 1.84, 1.64)  0.058
H (-0.80, 2.94, 0.58)  0.061
H (-0.77, 0.74, -0.39)  0.090
H (-2.29, 2.30, 0.45)  0.063
N (-0.18, -0.04, -0.82)  0.176
C (0.82, -0.54, 0.16)  -0.216
O (0.98, -1.90, -0.13)  -0.005
H (0.23, 0.31, -1.68)  0.168
H (-0.79, -0.84, -1.07)  0.172
H (1.75, 0.00, 0.00)  0.142
H (0.42, -0.38, 1.16)  0.135
H (1.18, -2.40, 0.66)  0.120

Computed properties:
Total charge: +1
ΔE to the lowest compared entry with this formula, charge and spin, kJ/mol: 15.1

No. 3
The following is a quantum chemistry calculation of a structure of composition C18H25FN2O3, from OMol25.

Each line ends with the Löwdin charge.
Positions of all 49 atoms, in Å:
C (3.05, -0.58, 1.52)  -0.154
C (3.44, -1.88, 1.93)  -0.240
C (2.68, -3.07, 1.11)  -0.060
C (1.29, -2.95, 1.57)  -0.491
O (1.03, -3.29, 2.64)  0.168
C (0.44, -2.28, 0.73)  -0.272
C (0.59, -2.43, -0.53)  0.070
C (-0.07, -1.81, -1.73)  -0.321
C (-1.11, -0.97, -1.31)  -0.058
C (-1.42, -0.78, 0.11)  0.083
C (-0.70, -1.70, 0.97)  -0.156
C (-0.86, -1.46, 2.44)  -0.008
H (-1.28, -2.08, 2.92)  -0.027
H (-0.14, -1.21, 3.04)  0.038
H (-1.55, -0.48, 2.58)  0.139
H (-2.26, -0.24, 0.61)  0.120
N (-2.01, -0.15, -2.09)  -0.164
C (-1.43, 0.36, -3.26)  -0.190
H (-0.42, -0.01, -3.66)  0.145
C (-1.47, 1.82, -3.09)  -0.182
N (-1.46, 2.18, -1.78)  -0.068
C (-0.54, 2.04, -0.85)  -0.509
O (0.60, 2.15, -1.41)  0.039
O (-0.89, 2.14, 0.47)  -0.045
C (0.47, 2.26, 1.01)  -0.158
C (0.74, 3.84, 1.36)  -0.070
H (0.00, 4.56, 1.86)  0.081
H (1.11, 4.09, 0.35)  0.059
H (1.54, 3.80, 2.30)  0.117
H (-0.09, 1.98, 2.25)  0.198
H (1.16, 1.68, 0.78)  -0.002
C (-2.75, 1.84, -1.31)  -0.162
H (-3.65, 2.53, -1.67)  0.157
H (-2.80, 1.96, -0.11)  0.167
C (-3.16, 0.43, -1.73)  -0.197
H (-3.84, -0.32, -1.15)  0.167
H (-3.72, 0.50, -2.79)  0.158
H (-2.40, 2.33, -3.56)  0.160
H (-0.43, 2.26, -3.48)  0.173
H (-2.04, -0.09, -4.20)  0.165
F (-0.09, -1.96, -2.87)  0.257
H (1.25, -3.28, -0.96)  0.168
H (3.17, -4.11, 1.72)  0.211
H (3.01, -2.95, 0.33)  -0.048
H (4.68, -2.25, 1.86)  0.184
H (3.23, -1.91, 3.02)  0.110
H (2.04, -0.27, 1.71)  0.070
H (3.28, -0.34, 0.46)  0.103
H (3.76, 0.12, 1.87)  0.075

Computed properties:
Total charge: 0
ΔE to the lowest compared entry with this formula, charge and spin, kJ/mol: 1732.8

- What is the total charge in the second record?
  +1